Computed, not measured: 5 unconnected molecules or ions with the total composition C29H52FO13S, with wB97M-V/def2-TZVPD.

The geometry in XYZ format:
```
96
Properties=species:S:1:pos:R:3
C -4.17185 -1.59247 1.44945
C -3.09917 -0.54391 1.15868
C -1.67348 -1.07305 0.99169
C -1.15659 -1.96424 2.11496
C 0.22176 -2.60569 1.75684
C 1.14383 -1.71384 0.91293
C 1.12497 -1.98851 -0.60811
C 1.36612 -0.75606 -1.49234
C 0.05720 -0.17064 -2.04769
C -0.09388 1.35304 -1.99768
C -1.57881 1.73557 -2.19956
C -2.18607 2.60632 -1.08311
C -2.13643 4.09962 -1.41230
C -2.02253 5.04340 -0.21269
C -0.94663 4.63956 0.81472
S -1.74957 4.17475 2.34752
O -2.12145 2.62845 2.13995
C -0.37722 3.93906 3.46290
C 0.75908 3.10128 2.89229
F 1.73679 3.95996 2.41805
H -3.85467 -2.32434 2.18651
H -4.45669 -2.11645 0.53772
H -5.07580 -1.11865 1.83270
H -3.13047 0.23604 1.92610
H -3.38381 -0.05809 0.21864
H -1.55907 -1.58217 0.04288
H -1.02280 -0.19299 0.95277
H -1.05954 -1.39529 3.04339
H -1.83894 -2.78391 2.32647
H 0.06182 -3.56778 1.27166
H 0.73481 -2.82745 2.68740
H 0.96880 -0.66094 1.14713
H 2.17274 -1.91165 1.22070
H 0.21418 -2.49227 -0.92342
H 1.94849 -2.68479 -0.77950
H 1.97153 -0.01447 -0.96664
H 1.95786 -1.06920 -2.35360
H -0.00912 -0.45308 -3.09918
H -0.80340 -0.61085 -1.55089
H 0.32182 1.74917 -1.06300
H 0.48476 1.77557 -2.80774
H -2.16950 0.82884 -2.31048
H -1.67063 2.28276 -3.13799
H -1.63370 2.36380 -0.17227
H -3.22029 2.28134 -0.94252
H -3.07508 4.34965 -1.90695
H -1.35388 4.32077 -2.13594
H -1.75345 6.03878 -0.56089
H -2.99166 5.16594 0.27638
H -0.30514 3.82177 0.48959
H -0.30117 5.47328 1.09490
H -2.67746 2.53523 1.34112
H -0.03924 4.95179 3.67933
H -0.80972 3.50956 4.36494
H 1.18952 2.47007 3.66587
H 0.43856 2.46736 2.06484
C 1.70180 -0.26589 6.52960
C 2.39436 -0.25071 5.17765
O 2.02557 -1.51230 4.63233
C 0.88550 -1.93477 5.24068
O 0.26021 -2.88138 4.90691
O 0.58394 -1.12094 6.28433
H 1.35373 0.71006 6.85884
H 2.32242 -0.70903 7.30922
H 2.00831 0.53363 4.52088
H 3.47663 -0.17338 5.23744
C -4.74167 -5.66802 -0.78926
C -4.70796 -5.26628 -2.25253
O -3.84833 -4.11820 -2.22817
C -3.06270 -4.19785 -1.13391
O -2.13373 -3.48624 -0.91309
O -3.47589 -5.18797 -0.31792
H -4.81303 -6.73956 -0.62881
H -5.53343 -5.16238 -0.23481
H -4.25208 -6.02850 -2.88521
H -5.67852 -4.99249 -2.65536
C 3.88523 -3.52021 -3.83993
C 4.39348 -3.79534 -2.43684
O 5.62428 -4.47501 -2.68820
C 6.06219 -4.13034 -3.92573
O 7.13189 -4.39175 -4.36241
O 5.09988 -3.44252 -4.58916
H 3.33251 -2.58875 -3.93094
H 3.28222 -4.34087 -4.23206
H 4.60385 -2.87723 -1.88442
H 3.73134 -4.42699 -1.85054
C 3.89253 4.81966 -3.33827
C 2.50649 4.95268 -2.73672
O 1.83274 3.80001 -3.25415
C 2.77554 2.86578 -3.57393
O 2.54289 1.74388 -3.87737
O 4.01028 3.40475 -3.49983
H 4.68778 5.18632 -2.69592
H 3.96806 5.29291 -4.31786
H 2.52116 4.89024 -1.64568
H 1.98482 5.85503 -3.04536
```

Results
orbital gap	8.470	eV
energy	-2612.107804	Eh
total charge	+1